# 1
82
Properties=species:S:1:pos:R:3:forces:R:3 method="wB97M-V/def2-TZVPD" e_tot_ha=-2595.5039 homo_energy_ev="-13.16 / -13.51" max_force_ev_per_a=0.9 total_charge=+2 multiplicity=4 e_lumo_ev="-6.482 / -7.604" s2=3.784
Re -1.286447 0.179096 -0.650864 0.46 0.60 -0.52
N -1.533498 4.280517 0.847928 0.00 -0.01 -0.12
C -1.348935 2.988890 0.571898 -0.06 0.15 0.10
S -1.509764 2.506995 -1.115858 -0.03 -0.12 0.16
N -1.026605 2.210543 1.573656 -0.20 -0.62 -0.29
N -0.902063 0.883470 1.224684 -0.18 0.41 -0.08
C -0.545691 0.043491 2.147760 0.06 -0.27 0.06
C -0.157905 0.449682 3.512781 0.01 -0.06 0.04
C -1.115510 0.493078 4.522154 -0.09 0.05 0.02
C -0.737308 0.846740 5.808992 0.01 -0.01 0.00
C 0.592970 1.142171 6.085408 0.01 0.01 0.00
C 1.548261 1.079347 5.078277 -0.01 0.01 0.00
C 1.176436 0.731432 3.785859 0.08 -0.05 0.08
C -0.679140 -1.381352 1.783742 0.09 0.34 0.10
C -0.517619 -2.395679 2.694954 0.09 -0.26 0.29
C -0.871778 -3.692001 2.326584 0.08 -0.01 0.12
C -1.390560 -3.924378 1.066717 -0.03 -0.11 0.07
C -1.489671 -2.863186 0.187628 -0.05 0.26 0.02
N -1.115845 -1.625518 0.531967 -0.19 -0.03 -0.49
H -1.740457 4.943879 0.122480 -0.02 0.02 0.00
H -1.412285 4.604951 1.794620 0.01 -0.01 -0.01
H -2.156619 0.269328 4.302530 0.11 0.02 0.02
H -1.481454 0.890219 6.595671 0.06 0.00 -0.05
H 0.885805 1.418495 7.091826 -0.02 -0.03 -0.08
H 2.587435 1.299756 5.297153 -0.10 -0.02 -0.01
H 1.919876 0.661777 2.998213 -0.07 0.02 0.07
H -0.143086 -2.163998 3.684074 -0.03 -0.05 -0.04
H -0.756765 -4.507019 3.030365 -0.01 0.04 -0.01
H -1.707003 -4.910653 0.754454 0.01 0.04 0.02
H -1.863356 -3.000480 -0.818274 -0.10 0.08 0.10
C 0.508872 -3.074852 -2.091195 0.07 0.07 0.05
C 1.948354 -2.702531 -1.724281 -0.01 0.17 -0.11
C 2.805114 -2.604210 -3.000827 0.07 0.04 0.11
C 2.237182 -1.514806 -0.782663 -0.01 -0.29 -0.04
C 3.254131 -1.770579 0.139295 0.04 -0.04 -0.08
C 3.814435 -0.775121 0.920806 0.00 -0.04 0.05
C 3.380196 0.526483 0.769119 0.04 0.14 -0.05
C 2.339156 0.845285 -0.102373 0.09 0.23 0.07
C 1.986355 2.322769 -0.282605 0.20 -0.05 0.02
C 1.878093 3.088063 1.041700 0.06 -0.07 0.13
C 3.032732 3.039272 -1.161557 -0.01 -0.04 0.11
C 1.733746 -0.196809 -0.828310 -0.49 0.12 -0.24
N 0.506760 0.101902 -1.572702 0.15 -0.28 0.37
C 0.540543 0.339955 -2.951361 0.17 -0.13 0.73
C 1.662249 0.638273 -3.715463 0.30 0.04 -0.08
C 1.533287 0.865746 -5.076543 -0.01 -0.01 -0.05
C 0.293787 0.784953 -5.707350 0.09 0.03 -0.04
C -0.838005 0.459112 -4.970471 -0.19 -0.04 -0.15
C -0.647013 0.259029 -3.634326 -0.31 -0.03 -0.31
F -1.756040 -0.117688 -2.825191 -0.06 -0.10 0.27
H 0.519242 -3.780606 -2.923768 0.03 0.01 0.03
H -0.097494 -2.219842 -2.400715 0.05 -0.05 -0.01
H 0.019316 -3.575152 -1.255958 0.21 0.02 -0.23
H 2.338948 -3.560318 -1.179121 0.02 -0.09 0.04
H 2.370484 -1.920671 -3.728086 -0.03 0.09 -0.02
H 2.870612 -3.587108 -3.473420 -0.03 0.06 0.04
H 3.821712 -2.272937 -2.776348 -0.08 -0.01 -0.01
H 3.642073 -2.782151 0.213024 -0.02 0.09 -0.01
H 4.608892 -1.012415 1.620538 -0.07 0.02 -0.08
H 3.867446 1.321455 1.325756 -0.06 -0.08 -0.06
H 1.031251 2.384779 -0.793158 -0.10 0.00 -0.08
H 2.860956 3.247565 1.492038 -0.03 -0.01 -0.04
H 1.243843 2.585553 1.773926 0.17 0.09 -0.08
H 1.455325 4.078939 0.853922 0.04 -0.07 0.01
H 4.046233 2.805951 -0.823271 -0.07 0.04 -0.01
H 2.899227 4.122696 -1.089800 -0.01 -0.12 -0.01
H 2.953884 2.775241 -2.213074 0.01 -0.12 -0.07
H 2.630725 0.666491 -3.234177 0.02 0.06 0.00
H 2.416269 1.102530 -5.659086 -0.08 -0.02 0.05
H 0.204321 0.965367 -6.770608 0.02 -0.01 0.06
H -1.819039 0.357888 -5.421869 0.11 0.02 0.05
I -6.035761 -2.080867 2.307157 -0.06 -0.06 0.10
C -5.320328 -0.980232 0.709861 -0.15 -0.01 0.03
C -6.143309 -0.574668 -0.332394 -0.06 0.05 -0.11
C -5.595687 0.180932 -1.358731 -0.20 0.00 0.00
C -4.252109 0.479109 -1.341982 0.19 -0.10 0.38
N -3.438970 0.053461 -0.348081 -0.37 -0.24 0.05
C -3.986921 -0.644406 0.674949 0.31 0.39 -0.30
H -7.195875 -0.831950 -0.337137 0.06 0.02 0.00
H -6.210185 0.545797 -2.171744 0.02 -0.04 0.05
H -3.804247 1.083221 -2.115286 0.06 -0.02 -0.04
H -3.336186 -0.907494 1.495560 0.06 -0.08 -0.04

***

# 2
187
Properties=species:S:1:pos:R:3:forces:R:3 method="wB97M-V/def2-TZVPD" e_tot_ha=-3178.6444 homo_energy_ev=-8.65 smiles=COC[C@H](C)N.COC[C@H](C)N.COC[C@H](C)N.COC[C@H](C)N.COC[C@H](C)N.COC[C@H](C)N.COC[C@H](C)N.COC[C@H](C)N.COC[C@H](C)N.COC[C@H](C)N.COC[C@H](C)N max_force_ev_per_a=3.3 total_charge=0 e_lumo_ev=0.613
C 1.471778 -7.449379 0.322016 0.63 -0.19 -0.03
O 2.139606 -6.341810 -0.223822 0.07 0.81 -0.48
C 3.523011 -6.305439 0.099020 -0.56 0.57 -0.19
C 4.216776 -4.986013 -0.333598 -0.92 -1.87 0.92
C 4.244635 -4.951253 -1.807616 0.75 0.68 -1.81
N 5.564739 -5.038057 0.172335 0.17 -0.82 0.97
H 0.401019 -7.291072 0.101231 0.51 -0.42 0.33
H 1.708466 -7.522325 1.400096 -0.56 0.11 -0.11
H 1.872935 -8.395238 -0.108861 -0.51 0.35 -0.04
H 3.600637 -6.381261 1.146724 0.19 0.06 1.73
H 3.974735 -7.200156 -0.262508 0.83 -0.65 -0.86
H 3.604376 -4.231049 0.147149 -0.12 0.58 -0.20
H 3.334940 -5.343353 -2.244422 -0.21 -0.06 -0.08
H 5.113805 -5.514468 -2.210189 -0.57 -0.02 0.40
H 4.390434 -3.940198 -2.202780 -0.13 0.08 0.07
H 5.633764 -4.880261 1.167569 -0.43 -0.15 0.35
H 6.132557 -4.326555 -0.197405 0.70 1.03 -0.99
C -5.133726 4.052492 -4.220586 0.94 -3.09 0.61
O -4.860246 4.717593 -3.043180 1.61 -0.44 0.21
C -5.846821 5.365282 -2.343781 -2.26 0.40 -0.74
C -5.127636 6.115594 -1.223827 -0.74 -0.35 0.10
C -6.038442 6.747368 -0.156788 -0.48 -0.40 -0.54
N -4.215658 7.065221 -1.761649 1.34 0.19 0.28
H -4.157633 3.493467 -4.411914 -1.28 0.61 -0.18
H -5.361593 4.642211 -5.070173 -0.34 1.05 -0.77
H -5.927964 3.248833 -4.104783 0.57 0.89 -0.03
H -6.336872 6.054362 -3.080655 -0.04 0.03 0.76
H -6.645710 4.631004 -2.024086 0.68 0.61 0.11
H -4.592790 5.316855 -0.717624 0.34 -0.08 0.24
H -6.782180 5.985720 0.065469 -0.32 0.08 0.20
H -6.570703 7.692639 -0.388573 0.41 -0.52 -0.39
H -5.490887 6.914594 0.752687 0.41 0.13 0.33
H -3.454190 6.707133 -2.376272 -1.53 0.70 0.47
H -4.722628 7.904413 -1.994224 0.61 0.11 -0.66
C -4.397377 -1.491272 -3.944996 1.39 -0.20 0.59
O -5.491124 -2.360358 -3.906616 0.15 -0.12 0.08
C -5.261606 -3.626340 -3.327333 -1.60 -0.56 1.29
C -4.718564 -4.636977 -4.292495 0.89 0.82 -1.24
C -5.649202 -5.095652 -5.393622 -2.58 0.72 0.15
N -4.185861 -5.746738 -3.544940 0.74 1.54 1.40
H -4.725493 -0.580879 -4.368664 -0.63 1.08 -0.38
H -3.527971 -1.774943 -4.573836 -0.49 -0.53 0.09
H -3.966606 -1.262084 -2.946175 -0.43 -0.28 -0.19
H -4.612285 -3.615974 -2.400879 -0.46 0.37 -0.90
H -6.274954 -4.000231 -2.998923 0.88 0.47 -0.06
H -3.973833 -4.044236 -4.854444 0.53 -0.35 0.12
H -6.455466 -5.787569 -5.001825 0.86 0.59 -0.37
H -5.172621 -5.545831 -6.249468 0.52 -0.44 -0.01
H -6.196081 -4.212303 -5.851424 0.58 -0.82 0.75
H -3.252983 -5.485957 -3.164027 -0.82 -0.69 -0.52
H -4.151358 -6.526485 -4.130422 0.54 -1.53 -0.79
C 4.135884 3.160550 -0.093663 1.54 0.01 1.87
O 4.629803 3.308484 -1.391696 -0.58 0.55 -0.49
C 3.786636 4.260288 -2.080220 0.78 -0.25 -0.03
C 4.163635 4.296150 -3.551529 0.72 -1.24 0.89
C 3.413730 5.323850 -4.304064 -0.88 1.06 0.85
N 3.865842 2.909386 -4.019905 0.60 0.84 0.77
H 3.067394 3.169075 -0.046257 -0.90 -0.01 -0.12
H 4.511256 3.985670 0.577672 -0.37 -0.49 -0.55
H 4.476727 2.216267 0.402047 -0.05 0.63 -0.81
H 2.779644 3.871030 -1.994141 -0.57 0.20 -0.06
H 3.863413 5.256875 -1.630271 0.05 -0.02 0.19
H 5.214616 4.636577 -3.590984 0.06 -0.77 -0.12
H 3.617037 6.331884 -3.939716 0.00 -0.03 0.49
H 2.351855 5.168777 -4.219976 -0.58 -0.09 -0.21
H 3.688060 5.423806 -5.313582 0.33 -0.47 -1.54
H 4.622661 2.266113 -3.794869 -0.28 0.24 -0.12
H 3.663993 2.894943 -4.990144 0.08 -0.10 -0.98
C 1.539663 7.565251 0.189841 0.97 -1.36 -1.74
O 0.638970 7.237135 -0.857464 -0.90 -0.68 0.42
C 0.126468 5.901128 -0.629833 1.27 0.83 0.40
C -0.869738 5.531053 -1.715178 0.38 -0.29 -0.22
C -1.769785 4.412440 -1.242317 -0.41 -0.35 -1.12
N -0.231688 5.181487 -2.994480 0.42 -1.17 0.39
H 2.568687 7.393337 -0.221808 -0.50 -0.01 0.79
H 1.354883 6.997664 1.096811 0.06 -0.11 0.13
H 1.419502 8.580096 0.365082 -0.08 1.99 0.55
H 1.122336 5.315652 -0.561840 -1.94 -0.23 -0.10
H -0.429235 5.910184 0.335669 0.56 -0.19 -0.27
H -1.462000 6.426140 -1.930048 0.04 0.02 0.38
H -1.221401 3.510453 -0.991789 0.40 -0.03 0.37
H -2.425953 4.098003 -2.084595 0.04 0.43 0.62
H -2.352077 4.726966 -0.391173 -0.36 0.01 0.23
H 0.654364 5.643705 -2.932801 0.62 0.71 -0.58
H 0.075792 4.191887 -2.942393 -0.52 0.59 -0.05
C -2.260398 -3.104159 1.035903 -0.76 0.94 1.99
O -1.523285 -2.707403 -0.086170 -0.12 -0.23 0.20
C -1.409437 -3.840369 -0.905835 1.68 0.79 -2.24
C -0.419528 -3.527009 -2.087745 1.49 -1.14 1.61
C -0.798785 -2.300441 -2.850206 -1.18 0.19 0.69
N -0.469617 -4.662759 -2.985900 -0.76 -0.16 0.28
H -2.511411 -4.145983 0.932504 -0.56 -0.33 0.22
H -3.163112 -2.476969 1.204354 0.26 -0.41 -0.64
H -1.747561 -3.005082 2.025022 0.42 0.01 -0.89
H -0.950796 -4.652414 -0.340978 -0.23 -0.35 -0.01
H -2.338886 -4.143712 -1.414168 -0.14 0.07 0.57
H 0.623742 -3.467802 -1.601764 -1.21 0.36 -0.63
H -0.844568 -1.522265 -2.109658 0.12 0.86 0.02
H -1.832706 -2.458788 -3.153736 -0.19 0.06 -0.23
H -0.252863 -2.001177 -3.738545 0.56 -0.23 0.10
H 0.033432 -5.471672 -2.658510 0.28 -0.02 -0.04
H -0.127005 -4.335889 -3.858455 0.46 -0.35 -0.89
C -5.445261 2.484347 2.966405 -0.90 -0.38 1.78
O -5.207211 2.776583 1.643992 -0.26 0.13 -0.62
C -4.604884 1.641297 1.107023 1.08 -1.22 -0.46
C -4.399004 1.803685 -0.396940 0.74 -0.32 0.60
C -5.659211 1.673676 -1.215298 -0.25 1.22 0.53
N -3.450175 0.765398 -0.823647 0.01 -0.19 0.28
H -6.255668 1.696122 3.032753 0.98 0.38 0.20
H -5.855804 3.350846 3.494468 0.22 0.10 -0.23
H -4.494759 2.168783 3.478143 -0.85 0.05 -0.25
H -3.619360 1.508820 1.643893 -0.58 -0.04 -0.67
H -5.172668 0.676353 1.296533 0.19 1.01 -0.10
H -4.003152 2.811103 -0.557632 0.04 0.15 0.00
H -6.311566 2.522284 -1.019785 0.04 0.30 0.06
H -6.276833 0.834466 -0.993111 -0.04 -1.10 0.09
H -5.408458 1.731148 -2.254802 0.04 -0.22 -0.76
H -3.372040 0.804408 -1.818812 0.03 -0.13 -0.69
H -2.495848 0.842499 -0.471668 -0.38 0.31 0.21
C 3.242705 -2.581595 6.942245 2.01 -0.81 -0.34
O 3.572588 -2.811731 5.573459 -1.19 0.65 -0.31
C 2.348005 -3.299386 4.957040 0.53 -0.90 1.52
C 2.461888 -3.212704 3.467758 0.12 -0.51 0.34
C 1.107365 -3.370315 2.802785 -0.22 -0.84 0.10
N 3.476242 -4.105822 2.913241 0.22 -1.29 -0.01
H 2.357651 -1.987628 6.976510 -0.71 0.41 0.52
H 4.096182 -2.087900 7.463136 -0.62 -0.24 -0.51
H 3.137280 -3.593905 7.346058 -0.49 0.27 0.70
H 2.235099 -4.349207 5.403495 -0.22 0.90 -1.01
H 1.453866 -2.720950 5.272109 0.64 0.03 0.10
H 2.622384 -2.155761 3.264774 1.04 0.12 0.01
H 0.360622 -3.011780 3.486393 -0.51 0.40 0.34
H 0.761053 -4.382075 2.519388 0.63 0.32 -0.09
H 1.131175 -2.675304 1.990216 -0.49 -0.10 -0.92
H 4.447106 -4.020673 3.291923 -1.22 0.19 -0.03
H 3.149142 -5.089393 3.123830 0.64 1.44 -0.37
C 5.760492 0.505275 2.571072 -1.06 0.50 -1.11
O 6.756092 -0.421245 2.747498 1.47 -0.59 -0.20
C 6.293510 -1.690632 3.092493 -0.38 0.30 1.60
C 7.409512 -2.674613 3.404050 -1.21 0.56 1.16
C 8.118729 -3.136732 2.208151 1.74 -0.19 -0.89
N 6.723123 -3.843544 4.013704 0.20 -0.46 1.55
H 5.065403 0.578725 3.415115 0.32 0.28 0.34
H 5.102762 0.265200 1.718227 0.21 -0.25 0.09
H 6.244277 1.436076 2.279828 -0.12 0.23 0.51
H 5.649450 -1.557910 3.973508 0.08 -0.27 0.30
H 5.646153 -2.117669 2.377380 -0.80 -0.47 -1.48
H 8.089703 -2.084574 4.062836 -0.08 -0.82 -0.12
H 7.597658 -3.494296 1.352564 -1.42 -0.36 -0.30
H 8.770383 -3.956079 2.467886 0.55 -0.25 0.16
H 8.720426 -2.365665 1.762673 0.54 0.58 0.14
H 6.434391 -3.681994 4.994591 -0.19 0.55 -0.86
H 7.317783 -4.670187 4.177134 0.11 0.67 -0.83
C -0.399562 1.537966 -2.681227 0.85 0.55 0.00
O -0.038940 1.212217 -1.363967 -0.59 0.38 0.41
C 1.275284 0.760606 -1.275224 -0.49 -1.72 1.67
C 1.654895 0.421478 0.197412 -0.92 -0.97 -0.26
C 2.924354 -0.449133 0.184399 0.15 -0.42 0.05
N 0.530433 -0.345258 0.864925 1.21 0.44 -0.85
H -0.660762 0.692780 -3.309349 0.22 -0.50 -0.04
H 0.428670 2.121327 -3.160656 -0.70 -0.36 0.11
H -1.273570 2.126623 -2.543279 -0.72 0.68 -0.46
H 1.275345 -0.207119 -1.796992 0.69 0.16 -0.32
H 1.924726 1.492029 -1.671987 1.14 0.68 -0.83
H 1.784972 1.300870 0.826679 0.20 0.26 -0.26
H 3.028365 -1.115015 -0.708947 -0.43 0.51 0.59
H 2.919231 -1.100345 1.074397 0.05 0.21 -0.25
H 3.849439 0.130815 0.219687 -0.24 0.07 -0.10
H 0.516750 -1.232185 0.381928 -0.05 -0.68 0.06
H -0.314889 0.065113 0.500213 -0.51 0.38 0.22
C -1.077690 3.032237 3.300522 -1.85 0.14 -1.56
O -1.660469 1.757493 3.403106 -0.92 0.00 -0.31
C -1.138022 0.991743 4.426486 -0.60 -0.03 1.27
C -1.616957 -0.466123 4.428264 1.80 2.42 -1.44
C -3.076806 -0.578803 4.515060 -1.84 -1.11 0.63
N -0.789776 -1.021208 5.464198 -0.06 -2.96 -0.58
H -1.203351 3.678984 4.173938 0.04 -0.18 0.03
H -1.554488 3.473994 2.388756 0.11 0.05 0.95
H -0.087352 2.887424 2.998571 2.06 0.13 0.06
H -0.062904 0.982998 4.415462 0.72 0.02 -0.17
H -1.450480 1.411939 5.407518 0.12 0.14 -0.09
H -1.288245 -0.795477 3.446044 0.24 -0.65 -0.13
H -3.338976 -1.639240 4.282147 -0.15 0.58 0.56
H -3.660761 0.011390 3.788375 0.58 0.04 0.26
H -3.384431 -0.304547 5.551137 -0.18 -0.29 -0.66
H -0.911704 -0.564119 6.335602 -0.33 0.39 0.90
H -0.997972 -2.038762 5.580829 0.27 1.22 0.13

***

Going through the records in order, we get energy relative to the best compared isomer or geometry (same formula, charge and spin) values of 1.0; 90.3 kcal/mol.